(1)
Density functional theory data (ωB97M-V/def2-TZVPD) for C14H23BN6ORe as an isolated structure at a distorted geometry.

Geometry as XYZ:
```
46
Properties=species:S:1:pos:R:3:forces:R:3
Re 0.625945 0.178797 0.853760 -3.445 1.744 -1.893
O -1.141224 0.541920 1.220859 5.382 -0.571 -0.578
N 0.418687 0.719696 -2.372317 -1.295 1.331 -2.107
N 2.407508 0.085394 -0.165023 -2.023 0.190 0.013
N 2.596540 -0.143487 -1.534002 0.095 -0.246 0.448
N -0.117635 0.963639 -1.135899 -1.783 2.874 0.553
N 0.759576 -1.773364 -2.329294 -0.262 -1.444 -2.035
N 0.090735 -1.912658 -1.152699 -0.734 -1.316 1.655
C -0.218013 -3.775495 -2.344656 -0.662 -1.100 0.639
C -1.011667 1.970389 -1.251863 1.477 -2.451 1.814
C -1.914659 1.746026 3.160528 0.859 0.460 -0.084
C 3.594492 0.531178 0.355350 1.269 -0.283 -1.537
C -2.382431 -0.706467 2.883705 0.554 -0.583 -0.084
C -1.084848 2.324792 -2.601952 -1.456 1.707 -0.013
C 1.336461 0.064643 2.642262 0.146 -0.881 1.451
C 4.551896 0.453022 -0.654958 -0.345 0.545 1.739
C 3.895083 0.044151 -1.804603 -1.115 -0.085 0.200
C -0.168727 1.531221 -3.269517 2.736 -2.716 0.039
C -3.466940 0.959374 1.359324 0.003 -0.019 -0.193
C -2.216442 0.627830 2.169793 -3.244 0.238 0.891
C 0.561769 -2.873150 -3.097467 1.727 3.106 -0.162
C -0.449677 -3.116171 -1.106879 0.241 1.654 0.621
B 1.458570 -0.403158 -2.549283 0.669 -0.596 -1.112
H -3.259304 -0.669825 3.542023 0.169 0.161 -0.201
H -1.547864 2.325466 -0.378787 -0.001 0.139 -0.336
H 0.996742 -2.908418 -4.096656 -0.215 -0.323 0.187
H -1.059992 1.504954 3.803758 -0.210 0.145 -0.033
H 3.630327 0.884729 1.374027 0.516 -0.114 -0.177
H 4.250032 -0.103303 -2.805752 0.274 -0.030 -0.290
H 1.283873 -0.999866 3.001374 0.392 0.831 0.211
H -0.576147 -4.753855 -2.619195 0.014 -0.194 -0.238
H -1.511635 -0.931747 3.511627 -0.140 -0.031 -0.079
H 5.582435 0.705004 -0.552319 0.554 0.086 -0.014
H -2.776596 1.894062 3.819225 -0.004 -0.225 -0.166
H -1.714154 3.079397 -3.018197 -0.359 0.439 -0.367
H -1.742148 2.692709 2.633957 0.009 -0.111 0.176
H -3.673173 0.196647 0.599909 0.027 0.067 0.152
H -4.320252 0.989049 2.040495 0.047 0.058 -0.126
H -3.391523 1.940154 0.874396 -0.070 -0.097 0.162
H 0.196699 -1.260027 1.126277 -0.087 -2.019 0.462
H 2.378436 0.436200 2.639421 -0.257 -0.008 0.468
H -2.544062 -1.511086 2.156116 -0.020 0.084 0.182
H 0.685028 0.716674 3.266714 0.528 -0.107 0.108
H -0.972883 -3.415076 -0.211332 -0.169 -0.366 -0.207
H 0.106280 1.509877 -4.306140 0.036 0.009 -0.413
H 1.854882 -0.359841 -3.676111 0.171 0.049 0.274
```
Forces are in eV/Å.

Computed properties:
2S+1 ... 4
HOMO energy (alpha / beta) ... -23.19 / -23.29 eV
LUMO energy (alpha / beta) ... -16.951 / -17.833 eV
Total charge ... +4
Kohn-Sham gap (alpha / beta) ... 6.2397 / 5.4551 eV
E_tot ... -28633.9393 eV


(2)
Density functional theory data (ωB97M-V/def2-TZVPD) for one molecule with the formula C4H7NO.

Geometry as XYZ:
```
13
Properties=species:S:1:pos:R:3:forces:R:3
O -1.585741 0.570017 1.622422 0.162 -0.503 0.241
N 1.444211 0.024019 -0.142766 0.251 0.228 0.382
C -0.019216 -0.024554 -0.051828 -0.235 0.456 0.037
C 0.840619 -1.236849 -0.463126 -0.217 0.009 -0.138
C -0.742706 -0.216249 1.262480 -0.096 0.318 0.130
C -0.700371 1.156103 -0.796461 0.203 -0.291 -0.236
H 0.967677 -1.624243 -1.474888 -0.295 0.488 0.042
H 0.988818 -2.033349 0.283195 -0.540 0.331 -0.214
H -0.552120 -1.121980 1.875127 0.321 0.089 -0.138
H -0.964640 1.937805 -0.062921 0.332 -0.514 -0.146
H 1.948359 0.031568 0.732950 -0.088 -0.111 0.240
H 0.022189 1.598461 -1.479427 -0.115 -0.205 -0.213
H -1.647079 0.939251 -1.304757 0.320 -0.293 0.014
```
Forces are in eV/Å.

Computed properties:
HOMO energy ... -9.71 eV
LUMO energy ... 0.849 eV
Structure (SMILES) ... C[C@@]1(C=O)CN1
Total charge ... 0
Kohn-Sham gap ... 10.5627 eV
E_tot ... -7797.1782 eV


(3)
Density functional theory data (ωB97M-V/def2-TZVPD) for C14H11F13MnN2O as an isolated structure at a distorted geometry.

Geometry as XYZ:
```
42
Properties=species:S:1:pos:R:3:forces:R:3
Mn 0.089955 -0.339152 -0.206791 1.179 1.391 -0.246
F -4.317686 -2.168932 -0.422491 -0.035 -0.015 -0.038
F -3.064184 -3.892563 1.281752 0.001 -0.051 0.057
F -2.085805 -4.412669 -0.585120 -0.043 -0.062 -0.027
F -2.082415 2.920577 -3.136537 -0.003 -0.015 0.003
F -3.141098 -0.472274 -1.082553 -0.027 0.095 0.006
F -2.915627 -2.383011 -2.059603 -0.007 0.041 -0.005
F -0.887135 0.904068 -1.711375 -0.014 0.681 0.084
F -0.900897 -3.974488 1.160303 -0.054 -0.021 -0.024
F -1.300592 -1.667338 2.351819 -0.029 0.029 0.049
F 0.655394 6.053693 -0.959742 -0.007 -0.033 -0.003
F -1.478915 0.010170 0.966868 -0.030 -0.058 0.413
F -3.259628 -0.984858 1.818769 -0.159 0.164 -0.012
F 1.816198 4.108501 0.452288 -0.126 -0.028 -0.129
O -0.769466 -1.845637 -0.493128 -0.286 -0.759 -0.095
N 0.935871 1.382360 0.063664 -0.372 -0.915 -0.337
N 1.782674 -1.002764 0.590896 -0.403 0.012 0.346
C -1.988411 -2.152701 0.105974 0.174 0.182 -0.201
C -2.085349 -1.268020 1.376905 0.005 -0.221 -0.094
C 2.190097 0.018329 1.595394 0.062 -0.149 -0.191
C -1.149989 3.200611 -2.259314 -0.067 0.259 -0.103
C -0.556943 2.216493 -1.532461 -0.160 -0.622 -0.135
C 0.469022 2.453857 -0.576461 -0.003 0.309 0.058
C -0.737197 4.531332 -2.060850 -0.012 -0.440 0.061
C -3.140158 -1.806396 -0.895013 0.089 -0.128 0.144
C -2.019722 -3.664006 0.496394 0.072 0.147 0.042
C 0.264838 4.814970 -1.146553 0.153 0.070 0.150
C 1.697381 -2.344571 1.232248 0.237 0.013 0.043
C 2.072297 1.414159 0.992875 -0.184 -0.316 0.209
C 0.873442 3.810747 -0.410480 0.137 0.174 0.109
C 2.716860 -1.071053 -0.565822 -0.001 -0.077 0.057
H 3.697577 -1.402523 -0.220245 0.021 -0.012 -0.027
H 1.909451 2.141515 1.788404 -0.028 0.129 -0.052
H 2.681908 -2.616547 1.616899 0.012 -0.001 -0.001
H -1.200033 5.330134 -2.628410 -0.011 0.033 -0.026
H 1.510933 -0.087853 2.441623 0.013 0.025 0.005
H 2.971672 1.725160 0.456079 -0.046 0.054 -0.126
H 3.204091 -0.184845 1.945662 0.020 0.065 0.011
H 2.825975 -0.098559 -1.044864 -0.001 -0.020 -0.007
H 0.988996 -2.315040 2.052798 -0.031 0.005 0.008
H 1.379582 -3.078578 0.498197 -0.022 0.033 -0.007
H 2.347038 -1.802298 -1.287998 -0.011 0.033 0.029
```
Forces are in eV/Å.

Computed properties:
2S+1 ... 2
HOMO energy (alpha / beta) ... -16.83 / -16.86 eV
LUMO energy (alpha / beta) ... -10.986 / -10.910 eV
Total charge ... +2
Kohn-Sham gap (alpha / beta) ... 5.8475 / 5.9469 eV
E_tot ... -86352.0403 eV


(4)
Density functional theory data (ωB97M-V/def2-TZVPD) for C51H26I4MnN6O7 as an isolated structure at a distorted geometry.

Geometry as XYZ:
```
95
Properties=species:S:1:pos:R:3:forces:R:3
I 3.819773 -5.744610 6.615315 -0.101 0.189 -0.194
I -2.906534 6.862303 -6.760438 0.072 -0.142 0.192
I 4.866541 -4.525028 -7.031905 -0.114 0.136 0.197
I -0.848844 7.035634 7.146151 -0.010 -0.159 -0.191
Mn -0.234492 0.183715 -0.034126 0.417 0.648 0.114
O -0.727153 -5.865067 -0.198497 -0.057 0.022 0.061
O 0.374998 -4.102351 -0.698591 0.051 0.266 -0.083
O -4.444419 0.189358 -0.025834 0.005 -0.207 0.000
O -5.361523 -5.935930 0.282478 0.050 -0.050 -0.017
O -6.503156 -4.120125 0.387672 -0.008 0.089 0.000
O -0.789465 -1.762099 -0.131782 -0.634 -1.723 -0.111
O -2.229067 0.410845 -0.069801 -1.739 -0.191 -0.039
N 0.200182 0.405590 2.041571 0.432 0.196 1.095
N -0.662009 -4.643321 -0.367376 0.244 -0.448 -0.015
N -5.437330 -4.710037 0.266613 -0.257 -0.258 0.003
N -0.497611 2.344524 0.055163 -0.226 1.207 0.028
N 0.302138 0.609284 -2.039745 0.611 0.375 -1.121
N 1.620023 -0.907938 -0.035955 1.029 -0.823 -0.012
C 3.114863 -2.532210 0.628550 0.176 -0.226 -0.152
C 3.916118 -3.410789 -5.506752 0.161 -0.166 -0.252
C -3.153728 4.977310 -4.383122 -0.081 0.044 -0.019
C -1.961671 5.160866 5.022460 -0.075 0.019 0.014
C -0.783395 5.604583 5.593201 0.045 0.231 0.200
C 3.262625 -2.378009 -0.703795 0.125 -0.196 0.109
C 2.122635 -2.549012 3.327341 -0.027 -0.038 0.058
C -0.890170 2.720369 -2.348960 0.259 -0.474 0.154
C 3.983182 -2.029560 -5.538655 0.009 -0.003 -0.030
C 0.717715 -0.575872 2.825518 0.169 -0.005 -0.535
C -3.154964 -1.792693 -0.008176 -0.155 -0.092 -0.077
C 1.587173 -3.831200 3.409709 0.054 0.028 -0.025
C -1.371543 3.699431 -3.353773 -0.033 0.126 -0.135
C -1.861481 -3.873255 -0.177087 -0.603 0.321 0.019
C 0.972640 -0.220727 -2.883385 0.141 -0.256 0.582
C 2.646784 -1.937907 -3.511917 0.104 -0.147 -0.249
C 3.645411 -3.098580 5.127937 0.021 0.017 -0.009
C 2.061134 -1.633746 1.030472 -0.143 0.201 0.010
C -2.242955 5.516891 -5.273304 -0.028 0.186 -0.176
C -3.300196 -0.280718 -0.035311 0.090 0.660 0.013
C 1.942299 -1.161774 -2.466436 -0.389 0.410 0.250
C 3.156662 -2.198506 4.191917 -0.006 -0.020 -0.011
C -0.187869 1.169649 -4.211377 0.200 -0.288 -0.306
C 3.352573 -1.304597 -4.539210 0.035 -0.045 0.172
C 0.501715 -0.278275 4.214477 -0.124 0.233 0.351
C -0.051182 0.964153 4.255990 0.098 -0.266 0.249
C -0.720365 3.099658 1.163567 0.120 -0.230 0.037
C -1.854840 -2.418296 -0.116802 0.467 -0.053 0.034
C 2.604292 -3.336565 -3.512668 -0.138 0.181 0.021
C -0.573703 2.681956 2.492702 0.047 -0.412 -0.209
C 3.086548 -4.363194 5.189610 0.130 -0.237 0.268
C -2.711417 4.077145 -3.424160 0.001 -0.095 0.023
C 3.237334 -4.074731 -4.500357 -0.005 -0.071 0.012
C 1.582718 -1.572365 2.342580 -0.141 0.357 -0.144
C -1.343015 4.399645 -0.547966 -0.080 0.249 0.157
C -0.197337 1.389774 2.890954 -0.062 0.216 -0.443
C -3.033168 -4.596038 -0.050690 -0.056 -0.199 0.034
C -1.210916 4.405609 0.798434 -0.125 0.243 -0.149
C -1.908422 4.212637 4.008467 -0.010 -0.053 -0.015
C 2.062830 -4.743834 4.341708 -0.069 -0.048 -0.060
C -0.474865 4.279967 -4.253538 -0.067 0.003 0.067
C -0.691019 3.704222 3.567172 0.018 0.078 0.088
C -4.289885 -2.541112 0.098349 -0.066 -0.023 0.100
C -4.242001 -3.946854 0.107358 0.517 0.264 -0.096
C 0.446125 5.131193 5.166146 0.004 -0.008 0.008
C -0.328483 1.524582 -2.827032 -0.095 0.267 0.549
C 0.480425 4.178875 4.159705 -0.077 0.038 -0.012
C 0.620869 0.077473 -4.246538 -0.239 0.212 -0.352
C -0.898951 5.189063 -5.209926 -0.006 0.041 -0.050
C 2.260789 -1.420420 -1.120855 -0.162 0.264 -0.020
C -0.908289 3.099624 -0.997600 0.202 -0.198 0.024
H -1.685932 5.200452 -1.184075 -0.015 0.015 0.048
H -0.337488 1.540475 5.122435 0.050 -0.043 0.028
H -4.199371 5.249339 -4.436589 0.001 -0.023 0.011
H 2.040339 -3.836636 -2.734587 0.002 -0.042 0.016
H -2.827445 3.856027 3.560151 0.018 -0.024 -0.029
H 0.795992 -4.115477 2.726575 -0.017 0.002 0.016
H 4.520199 -1.520110 -6.327451 0.015 -0.006 0.011
H -0.642618 1.682289 -5.043840 0.005 -0.033 -0.026
H 4.448503 -2.815953 5.795052 0.001 -0.006 -0.003
H 1.631708 -5.734224 4.396545 0.031 -0.004 0.012
H -1.446043 5.203536 1.485650 0.017 0.021 -0.046
H -2.994480 -5.673076 -0.084354 -0.013 0.000 0.034
H 3.186809 -5.155149 -4.485450 -0.006 0.006 -0.011
H 3.585953 -1.206529 4.122516 -0.026 0.012 0.012
H 0.574188 4.020506 -4.190473 0.000 -0.034 0.004
H 3.974031 -2.866312 -1.348465 -0.004 -0.064 0.006
H 1.364190 5.501393 5.601987 -0.010 -0.023 0.031
H -3.417562 3.646352 -2.724815 0.017 -0.039 0.003
H -2.914936 5.544413 5.360573 0.002 -0.014 0.005
H 3.429557 -0.225718 -4.541742 -0.070 0.043 0.005
H 1.431218 3.794623 3.812267 0.000 -0.010 0.003
H 0.921949 -0.481413 -5.116797 0.053 0.019 -0.034
H 0.775363 -0.911068 5.044542 -0.021 0.019 0.008
H -5.238769 -2.031850 0.186442 0.034 0.077 -0.020
H -0.189466 5.642876 -5.888919 -0.003 -0.038 -0.019
H 3.652445 -3.197375 1.286973 0.041 0.021 -0.045
```
Forces are in eV/Å.

Computed properties:
2S+1 ... 6
HOMO energy (alpha / beta) ... -1.93 / -2.36 eV
LUMO energy (alpha / beta) ... 2.856 / 2.856 eV
Total charge ... -2
Kohn-Sham gap (alpha / beta) ... 4.7856 / 5.2167 eV
E_tot ... -140305.7243 eV


(5)
Density functional theory data (ωB97M-V/def2-TZVPD) for a 2-piece molecular cluster, CH3NOS3 overall at a distorted geometry.

Geometry as XYZ:
```
9
Properties=species:S:1:pos:R:3:forces:R:3
S 0.702086 1.130336 1.776575 0.551 0.978 -0.815
S 1.049904 -1.959487 0.023889 0.966 -1.800 1.402
S -1.487683 1.082460 -0.973347 0.034 0.148 -0.685
O 0.848313 -0.278934 -1.822048 -0.758 0.208 -0.016
N 0.405936 -0.711919 -0.721246 -1.600 2.489 0.373
C -0.654573 -0.016884 -0.027460 0.867 -2.152 -2.254
H -1.048419 -0.563218 0.808204 -0.054 0.126 0.077
H 0.865264 0.684290 2.977376 0.199 -0.581 1.490
H -0.680829 0.633356 -2.041942 -0.206 0.585 0.428
```
Forces are in eV/Å.

Computed properties:
2S+1 ... 3
HOMO energy (alpha / beta) ... -8.16 / -9.30 eV
LUMO energy (alpha / beta) ... -0.303 / -3.108 eV
Total charge ... 0
Kohn-Sham gap (alpha / beta) ... 7.8596 / 6.1912 eV
E_tot ... -37123.1476 eV